No. 1
Density functional theory data (wB97M-V/def2-TZVPD) for a cluster of 10 separate species, C36H54O31S in total.

The total energy is -4134.52003 a.u. The calculation puts the gap between HOMO and LUMO at 7.892 eV. The value obtained for the relative energy (zero: lowest compared OMol25 entry of this formula, charge and spin) is 555.7 kJ/mol. The value obtained for the highest occupied orbital energy is -0.1608 Eh. As for the net charge: -2. The calculation puts the LUMO energy at 3.52 eV.

Positions of all 122 atoms, in Å:
S  -0.089  0.122  -0.119
O  -1.311  -0.053  0.575
O  0.556  1.423  0.143
O  0.808  -0.890  0.221
O  -0.379  -0.133  -1.508
C  3.783  1.195  -2.628
C  3.622  1.750  -1.155
C  3.688  0.576  -0.085
O  4.954  0.818  0.500
C  5.493  1.838  0.127
O  6.482  2.373  0.614
O  4.752  2.412  -0.756
H  3.823  2.081  -3.497
H  2.869  0.554  -3.032
H  4.704  0.785  -2.847
H  2.808  2.125  -1.218
H  3.372  -0.405  -0.491
H  2.815  0.768  0.639
C  -0.408  0.549  -5.356
C  -0.937  1.768  -4.629
C  -0.105  2.258  -3.461
O  0.659  3.385  -4.065
C  0.038  3.805  -5.187
O  0.232  4.846  -5.721
O  -0.767  2.789  -5.539
H  0.693  0.447  -5.488
H  -0.553  0.219  -6.344
H  -0.631  -0.419  -4.925
H  -1.998  1.429  -4.505
H  0.785  1.685  -3.134
H  -0.749  2.471  -2.831
C  -3.210  -4.255  0.837
C  -2.199  -3.326  1.470
C  -2.751  -2.529  2.677
O  -2.423  -3.420  3.894
C  -1.338  -4.170  3.534
O  -0.752  -4.863  4.331
O  -1.189  -4.028  2.123
H  -3.647  -4.784  1.560
H  -2.792  -5.141  0.300
H  -4.075  -3.660  0.506
H  -2.049  -2.474  0.759
H  -3.686  -2.307  2.591
H  -2.115  -1.553  2.784
C  -4.749  1.324  1.940
C  -3.279  2.120  2.078
C  -2.933  2.854  0.852
O  -3.212  4.295  1.300
C  -3.575  4.385  2.542
O  -3.936  5.522  3.088
O  -3.611  3.159  3.002
H  -4.751  0.597  1.146
H  -5.315  1.876  1.439
H  -5.019  0.769  2.662
H  -2.616  1.326  2.350
H  -3.391  2.539  0.102
H  -1.979  2.561  0.455
C  -0.177  6.153  1.744
C  0.577  4.874  1.400
C  1.177  4.777  0.005
O  2.625  4.728  0.214
C  2.815  4.634  1.574
O  3.876  4.395  2.174
O  1.680  4.778  2.287
H  0.256  7.128  1.547
H  -0.510  6.250  2.812
H  -1.060  6.408  1.125
H  0.111  4.020  1.666
H  0.976  5.680  -0.482
H  0.861  3.907  -0.504
C  0.516  1.799  3.769
C  0.386  0.335  3.803
C  1.562  -0.429  3.294
O  1.958  -1.023  4.548
C  1.173  -0.751  5.453
O  1.227  -1.245  6.573
O  0.191  0.070  5.107
H  1.160  2.404  4.441
H  -0.582  2.431  3.687
H  0.854  2.069  2.645
H  -0.521  0.188  3.096
H  2.270  -0.063  2.668
H  1.266  -1.227  2.828
C  3.016  -4.454  2.920
C  3.431  -4.304  1.455
C  3.492  -2.921  0.847
O  4.728  -2.958  0.091
C  5.427  -4.041  0.524
O  6.563  -4.264  0.144
O  4.764  -4.850  1.263
H  2.177  -3.781  3.123
H  3.803  -4.027  3.564
H  2.799  -5.321  3.410
H  2.730  -4.881  0.916
H  3.429  -2.170  1.656
H  2.664  -2.732  0.131
C  1.753  -1.870  -2.928
C  1.310  -3.263  -2.356
C  -0.197  -3.330  -1.649
O  -0.541  -4.655  -2.154
C  0.092  -5.065  -3.165
O  -0.222  -6.013  -3.828
O  1.328  -4.365  -3.355
H  1.155  -1.385  -3.735
H  2.693  -1.829  -3.286
H  1.758  -1.151  -2.062
H  1.918  -3.446  -1.556
H  -0.786  -2.563  -2.132
H  -0.082  -3.303  -0.561
C  -3.344  -1.661  -3.307
C  -3.691  -1.145  -1.977
C  -3.482  0.301  -1.914
O  -4.866  0.916  -1.904
C  -5.653  -0.081  -1.675
O  -6.871  0.115  -1.500
O  -5.069  -1.201  -1.713
H  -3.508  -2.771  -3.370
H  -2.239  -1.708  -3.428
H  -4.135  -1.345  -4.141
H  -3.227  -1.654  -1.163
H  -2.793  1.078  -2.622
H  -3.408  0.418  -0.660

Löwdin population analysis, charges in e, atoms 1 to 8: 0.051 -0.362 -0.373 -0.347 -0.376 0.002 -0.253 -0.023

No. 2
Density functional theory data (wB97M-V/def2-TZVPD) for a structure of composition C36H55ClO2P4W.

As for the expectation value of S²: 2.02. The total energy is -3447.22715 a.u. The calculation puts the gap between HOMO and LUMO (alpha / beta) at 4.449 / 3.550 eV. Its spin multiplicity is 3. The value obtained for the relative energy (zero: lowest compared OMol25 entry of this formula, charge and spin) is 46.2 kJ/mol. The value obtained for the highest occupied orbital energy (alpha / beta) is -0.3854 / -0.3857 Eh. As for the net charge: +2. The calculation puts the LUMO energy (alpha / beta) at -6.04 / -6.95 eV.

Positions of all 99 atoms, in Å:
P  -0.334  -4.104  0.754
C  -0.666  -4.108  2.461
C  -1.804  -4.923  2.672
H  -2.457  -5.151  1.816
C  -2.068  -5.404  3.941
H  -2.925  -6.042  4.088
C  -1.243  -5.069  5.012
H  -1.439  -5.496  5.991
C  -0.195  -4.175  4.832
H  0.395  -3.871  5.691
C  0.099  -3.659  3.573
H  0.891  -2.912  3.441
C  -1.518  -3.662  -0.455
C  -2.636  -2.872  -0.081
H  -2.684  -2.460  0.931
C  -3.636  -2.632  -1.009
H  -4.485  -2.018  -0.716
C  -3.556  -3.172  -2.291
H  -4.369  -3.017  -2.992
C  -2.440  -3.916  -2.676
H  -2.375  -4.313  -3.685
C  -1.417  -4.175  -1.778
H  -0.547  -4.778  -2.056
C  1.252  -4.533  0.162
C  1.389  -5.920  0.393
H  0.605  -6.443  0.957
C  2.489  -6.568  -0.123
H  2.548  -7.637  0.002
C  3.498  -5.871  -0.784
H  4.365  -6.417  -1.142
C  3.383  -4.497  -0.987
H  4.197  -3.973  -1.485
C  2.236  -3.828  -0.577
H  2.086  -2.778  -0.820
W  0.358  1.055  0.747
C  -0.245  1.691  -1.167
C  -0.283  0.766  -2.171
H  -0.399  2.722  -1.511
C  0.151  -0.684  -1.836
O  1.018  -1.206  -2.923
H  1.080  -2.196  -2.876
C  0.776  -0.505  -0.567
H  -0.670  -1.378  -1.647
C  1.280  -0.667  0.678
Cl  0.585  0.799  3.106
P  2.626  1.531  0.266
P  -2.095  1.633  1.301
C  3.165  2.349  1.772
H  3.095  1.650  2.621
H  2.501  3.211  1.947
H  4.204  2.678  1.625
C  3.727  0.155  -0.160
H  3.345  -0.360  -1.056
H  3.735  -0.588  0.656
H  4.739  0.519  -0.349
C  2.633  2.715  -1.087
H  2.014  3.578  -0.792
H  2.213  2.247  -1.992
H  3.676  3.008  -1.278
C  -1.831  3.135  2.297
H  -1.478  3.948  1.642
H  -1.019  2.943  3.017
H  -2.723  3.457  2.857
C  -3.169  2.102  -0.110
H  -3.204  1.256  -0.818
H  -2.724  2.958  -0.647
H  -4.205  2.362  0.160
C  -2.999  0.414  2.286
H  -2.352  0.053  3.095
H  -3.263  -0.452  1.664
H  -3.923  0.798  2.737
P  -0.828  1.227  -3.848
C  -1.174  2.980  -3.831
C  -2.277  0.297  -4.330
H  -0.309  3.542  -3.460
H  -2.041  3.202  -3.198
H  -1.383  3.315  -4.855
H  -2.151  -0.755  -4.047
H  -2.404  0.375  -5.419
H  -3.163  0.703  -3.826
C  0.534  0.890  -4.942
H  1.264  1.706  -4.909
H  0.168  0.772  -5.969
H  1.003  -0.038  -4.606
H  1.229  -1.603  1.224
C  2.111  6.315  0.549
C  0.956  5.748  1.399
C  1.349  5.737  2.891
C  -0.273  6.669  1.251
O  0.664  4.505  0.991
H  2.388  7.330  0.851
H  1.808  6.322  -0.502
H  2.986  5.664  0.625
H  1.515  6.746  3.287
H  0.552  5.259  3.467
H  2.254  5.142  3.038
H  -0.591  6.677  0.205
H  -1.099  6.270  1.846
H  -0.072  7.698  1.573

Löwdin population analysis, charges in e, atoms 1 to 8: 1.059 -0.384 -0.117 0.110 -0.071 0.109 -0.068 0.113

No. 3
Density functional theory data (wB97M-V/def2-TZVPD) for a structure of composition C36H55Mn2N5O22.

As for the expectation value of S²: 30.01. The total energy is -5635.88262 a.u. The calculation puts the gap between HOMO and LUMO (alpha / beta) at 5.298 / 5.275 eV. Its spin multiplicity is 11. The value obtained for the relative energy (zero: lowest compared OMol25 entry of this formula, charge and spin) is 0.0 kJ/mol. The value obtained for the highest occupied orbital energy (alpha / beta) is -0.0781 / -0.0787 Eh. As for the net charge: -2. The calculation puts the LUMO energy (alpha / beta) at 3.17 / 3.13 eV.

Positions of all 120 atoms, in Å:
Mn  0.007  -0.701  0.102
Mn  1.975  -3.862  -0.886
C  2.122  -4.339  3.417
C  1.900  -3.433  2.318
C  0.988  -2.086  2.678
O  0.907  -1.126  1.860
C  0.241  -2.107  3.867
C  0.325  -3.178  4.717
C  1.279  -4.294  4.540
O  1.405  -5.275  5.382
O  -0.440  -3.102  5.745
O  2.316  -3.716  1.177
H  2.828  -5.154  3.359
H  -0.340  -1.217  4.063
C  -1.857  -5.750  -1.250
C  -3.195  -5.587  -1.349
C  -3.852  -4.304  -0.865
O  -5.117  -3.982  -1.059
C  -3.180  -3.329  -0.128
C  -1.778  -3.450  -0.040
C  -1.009  -4.742  -0.602
O  0.201  -4.731  -0.485
O  -1.098  -2.502  0.367
O  -3.818  -6.624  -1.851
H  -1.448  -6.716  -1.507
H  -3.583  -2.372  0.169
C  1.241  -1.601  -1.988
O  1.438  -2.681  -2.524
O  0.294  -0.787  -2.007
O  1.565  -1.721  -0.811
C  -1.612  2.472  3.032
C  -0.810  3.746  2.916
O  0.588  3.523  3.255
C  1.460  4.521  3.277
O  1.133  5.678  3.294
O  2.696  4.027  3.345
C  3.856  4.815  3.555
H  -2.453  2.570  2.347
H  -2.022  2.203  4.006
H  -0.990  1.670  2.635
H  -1.218  4.530  3.553
H  -0.920  3.951  1.851
H  4.093  4.782  4.618
H  3.720  5.855  3.260
H  4.749  4.431  3.061
C  -6.044  -1.442  -7.791
C  -4.994  -0.325  -7.664
O  -4.610  -0.058  -6.311
C  -3.749  0.938  -6.013
O  -3.357  1.812  -6.756
O  -3.481  0.731  -4.697
C  -2.307  1.149  -4.113
H  -5.929  -2.189  -7.006
H  -5.872  -2.072  -8.664
H  -7.053  -1.049  -7.663
H  -5.424  0.568  -8.117
H  -4.151  -0.502  -8.331
H  -1.650  1.806  -4.682
H  -1.776  0.220  -3.902
H  -2.632  1.619  -3.185
C  1.046  -0.215  -5.581
O  1.817  0.733  -5.670
N  0.082  -0.503  -6.473
C  -0.842  -1.581  -6.187
C  -0.075  0.349  -7.666
H  1.009  -0.900  -4.719
H  -0.617  -1.940  -5.183
H  -0.366  -2.274  -6.881
H  -1.856  -1.263  -6.432
H  -0.728  1.173  -7.378
H  0.837  0.820  -8.033
H  -0.540  -0.175  -8.500
C  0.635  0.180  6.780
O  -0.160  0.369  7.684
N  1.502  1.147  6.392
C  2.306  0.904  5.129
C  1.708  2.481  7.013
H  0.556  -0.641  6.051
H  1.884  0.111  4.512
H  3.354  0.646  5.281
H  2.267  1.805  4.516
H  1.387  3.247  6.308
H  1.171  2.735  7.927
H  2.737  2.730  7.270
C  5.714  0.869  -0.195
O  6.272  1.962  -0.271
N  4.985  0.438  0.877
C  4.977  1.118  2.163
C  4.298  -0.882  0.931
H  5.649  0.225  -1.086
H  5.356  0.307  2.785
H  3.936  1.345  2.392
H  5.563  2.036  2.211
H  3.356  -0.761  1.466
H  4.134  -1.434  0.006
H  4.883  -1.610  1.493
C  -3.110  0.390  0.622
O  -1.953  0.044  0.359
N  -3.856  -0.049  1.611
C  -5.120  0.498  1.930
C  -3.292  -0.976  2.493
H  -3.603  1.056  -0.103
H  -5.438  0.429  2.970
H  -5.932  0.067  1.345
H  -5.214  1.582  1.859
H  -2.249  -1.215  2.286
H  -3.327  -0.590  3.512
H  -3.921  -1.862  2.410
C  1.607  2.095  0.431
O  0.747  1.232  0.369
N  2.329  2.542  -0.653
C  3.279  3.648  -0.570
C  2.159  2.023  -1.977
H  1.952  2.579  1.358
H  3.590  3.941  0.432
H  3.003  4.525  -1.157
H  4.203  3.290  -1.023
H  3.063  1.536  -2.346
H  1.396  1.247  -2.046
H  1.889  2.905  -2.557

Löwdin population analysis, charges in e, atoms 1 to 8: 0.871 1.115 -0.005 -0.271 -0.276 -0.139 -0.050 -0.371

No. 4
Density functional theory data (wB97M-V/def2-TZVPD) for a structure of composition C36H56BrNO3PS2SbSi4Ti.

As for the expectation value of S²: 0.76. The total energy is -7645.53243 a.u. The calculation puts the gap between HOMO and LUMO (alpha / beta) at 5.640 / 5.390 eV. Its spin multiplicity is 2. The value obtained for the relative energy (zero: lowest compared OMol25 entry of this formula, charge and spin) is 466.8 kJ/mol. The value obtained for the highest occupied orbital energy (alpha / beta) is -0.1335 / -0.1408 Eh. As for the net charge: -1. The calculation puts the LUMO energy (alpha / beta) at 2.01 / 1.56 eV.

Positions of all 106 atoms, in Å:
Ti  0.132  -0.621  0.837
O  2.472  1.179  5.488
C  1.534  0.763  4.595
C  0.379  0.095  5.014
C  -0.520  -0.312  4.056
N  -0.320  -0.055  2.765
C  0.782  0.573  2.333
Br  2.444  -0.291  -0.129
C  1.749  0.988  3.250
H  2.207  0.906  6.372
H  0.201  -0.131  6.058
H  -1.420  -0.856  4.324
H  2.668  1.455  2.918
C  -6.199  -3.509  -0.140
C  -4.927  -2.973  0.491
O  -4.072  -2.501  -0.536
P  -2.841  -1.438  -0.299
S  -0.844  0.580  -0.855
S  -1.864  -2.228  1.374
O  -3.828  -0.287  0.398
C  -3.518  0.612  1.445
C  -4.819  1.206  1.958
H  -6.944  -3.720  0.629
H  -5.994  -4.423  -0.698
H  -6.605  -2.768  -0.830
H  -4.413  -3.764  1.048
H  -5.164  -2.159  1.182
H  -2.845  1.397  1.094
H  -3.022  0.076  2.254
H  -5.335  1.745  1.163
H  -4.612  1.886  2.786
H  -5.473  0.405  2.308
C  4.636  3.228  0.969
Si  2.987  4.074  0.528
C  3.381  5.714  -0.373
C  2.109  4.655  2.121
Sb  0.518  2.584  -0.283
Si  -1.402  4.243  -0.830
C  -0.778  6.028  -1.016
C  -2.587  4.324  0.661
C  -2.428  3.771  -2.356
Si  1.461  2.678  -2.746
C  0.472  1.552  -3.918
C  3.287  2.156  -2.768
C  1.434  4.430  -3.504
H  5.022  3.587  1.926
H  5.385  3.424  0.201
H  4.505  2.146  1.032
H  3.937  6.390  0.284
H  2.457  6.218  -0.664
H  3.974  5.557  -1.276
H  2.790  5.149  2.820
H  1.639  3.814  2.634
H  1.319  5.363  1.857
H  -0.289  6.360  -0.097
H  -1.614  6.704  -1.210
H  -0.060  6.136  -1.830
H  -2.030  4.271  1.600
H  -3.290  3.491  0.647
H  -3.165  5.251  0.665
H  -1.939  4.092  -3.278
H  -3.428  4.209  -2.326
H  -2.530  2.684  -2.395
H  -0.048  0.797  -3.329
H  1.118  1.033  -4.630
H  -0.285  2.107  -4.474
H  3.394  1.120  -2.445
H  3.872  2.771  -2.080
H  3.714  2.261  -3.769
H  0.419  4.772  -3.715
H  1.993  4.431  -4.443
H  1.903  5.155  -2.836
C  -2.794  -6.641  -0.453
C  -2.824  -5.674  -1.448
C  -1.894  -4.644  -1.448
C  -0.927  -4.547  -0.447
C  -0.886  -5.551  0.521
C  -1.808  -6.588  0.523
Si  0.182  -2.999  -0.326
C  1.135  -3.179  -1.991
C  1.532  -4.465  -2.370
C  2.256  -4.678  -3.534
C  2.592  -3.603  -4.346
C  2.193  -2.323  -3.992
C  1.468  -2.116  -2.825
C  1.481  -3.277  1.066
C  1.177  -3.120  2.428
C  2.175  -3.131  3.398
C  3.499  -3.305  3.033
C  3.820  -3.481  1.693
C  2.829  -3.462  0.727
H  -3.537  -7.430  -0.438
H  -3.585  -5.713  -2.219
H  -1.929  -3.895  -2.231
H  -0.123  -5.512  1.292
H  -1.766  -7.347  1.295
H  1.272  -5.310  -1.741
H  2.559  -5.683  -3.807
H  3.163  -3.768  -5.252
H  2.450  -1.478  -4.621
H  1.163  -1.113  -2.554
H  0.147  -3.028  2.744
H  1.910  -3.001  4.442
H  4.275  -3.307  3.790
H  4.854  -3.612  1.396
H  3.101  -3.573  -0.315

Löwdin population analysis, charges in e, atoms 1 to 8: 0.016 0.068 -0.306 -0.003 -0.132 -0.102 -0.375 0.260

Q: Which of these has the lowest relative energy (zero: lowest compared OMol25 entry of this formula, charge and spin)?
A: C36H55Mn2N5O22